# 1
{"formula": "C10H20O20S5", "method": "ωB97M-V with the def2-TZVPD basis set", "species": ["C", "C", "O", "S", "O", "O", "O", "H", "H", "H", "H", "C", "C", "O", "S", "O", "O", "O", "H", "H", "H", "H", "C", "C", "O", "S", "O", "O", "O", "H", "H", "H", "H", "C", "C", "O", "S", "O", "O", "O", "H", "H", "H", "H", "C", "C", "O", "S", "O", "O", "O", "H", "H", "H", "H"], "positions_angstrom": [[5.1935, 0.5836, -1.6427], [4.6334, -0.2266, -2.8302], [5.5017, -1.3694, -2.9600], [6.1864, -1.6710, -1.5667], [7.4530, -2.2404, -1.8107], [5.2784, -2.2937, -0.6834], [6.3329, -0.1406, -1.1589], [4.4472, 0.6463, -0.8517], [5.5381, 1.5757, -1.9174], [4.6209, 0.3048, -3.7774], [3.6370, -0.6236, -2.6517], [-3.7657, 5.4183, -0.7499], [-5.1459, 4.7863, -0.6375], [-4.9344, 3.5248, -1.2663], [-4.1924, 3.8297, -2.6490], [-5.1035, 4.3076, -3.6125], [-3.3583, 2.7350, -2.9470], [-3.3727, 5.0747, -2.0981], [-3.0506, 4.9603, -0.0655], [-3.7288, 6.4998, -0.6686], [-5.8665, 5.4285, -1.1477], [-5.4865, 4.5724, 0.3701], [-3.0086, 1.4135, 3.3224], [-4.4344, 1.4573, 2.7197], [-4.4730, 0.3849, 1.7466], [-2.9810, -0.0358, 1.3845], [-2.4394, 0.9735, 0.5508], [-2.9288, -1.3973, 1.0701], [-2.4415, 0.1871, 2.8728], [-3.0080, 1.4286, 4.4072], [-2.4236, 2.2517, 2.9405], [-4.6752, 2.3784, 2.1948], [-5.2073, 1.2009, 3.4398], [3.1031, -5.8592, 3.4377], [2.3751, -4.6350, 4.0359], [1.1419, -4.5854, 3.3063], [1.5379, -4.8529, 1.7835], [2.2735, -3.7565, 1.2897], [0.4220, -5.3406, 1.0867], [2.5555, -6.0369, 2.1218], [2.7601, -6.7321, 3.9906], [4.1817, -5.7594, 3.4127], [2.9056, -3.6949, 3.8887], [2.1481, -4.7785, 5.0870], [-0.5804, 0.8278, -1.9682], [0.0886, 0.2341, -3.2121], [0.9401, -0.8032, -2.7569], [0.8826, -0.9748, -1.1546], [1.9385, -0.1984, -0.5965], [0.7490, -2.3291, -0.8221], [-0.4986, -0.2344, -1.0024], [-1.6345, 1.0725, -2.0445], [-0.0590, 1.6944, -1.5568], [0.6265, 1.0053, -3.7634], [-0.6542, -0.1883, -3.8893]], "atomic_forces_ev_per_a": [[-0.39, 0.03, 0.23], [-0.27, -0.54, -0.03], [0.06, 0.07, -0.37], [0.08, 0.29, -0.24], [0.45, 0.02, -0.03], [-0.53, -0.25, 0.33], [0.29, 0.03, -0.03], [0.02, 0.04, 0.00], [0.06, -0.02, -0.05], [0.30, 0.01, -0.02], [-0.10, 0.28, 0.24], [0.19, -0.21, 0.01], [0.24, 0.51, 0.56], [-0.35, -0.09, -0.56], [-0.16, 0.07, 0.51], [-0.53, 0.24, -0.45], [0.57, -0.41, 0.01], [0.37, 0.08, 0.01], [-0.02, 0.02, 0.02], [-0.16, 0.02, 0.00], [-0.21, -0.40, -0.20], [0.11, 0.13, 0.09], [-0.14, 0.64, -0.15], [-0.21, -0.70, -0.25], [-0.05, -0.03, -0.01], [-0.43, 0.60, 0.78], [0.23, 0.39, -0.34], [0.04, -0.72, -0.25], [0.18, -0.12, -0.08], [0.02, -0.17, 0.01], [0.10, -0.08, 0.08], [0.14, 0.15, 0.19], [0.01, 0.16, 0.05], [-0.90, 0.00, 0.37], [0.26, 0.08, -0.11], [-0.11, 0.04, 0.07], [0.31, -0.02, 0.23], [0.45, 0.58, -0.06], [-0.56, -0.53, -0.14], [0.08, 0.05, -0.26], [0.46, -0.16, 0.06], [0.06, -0.03, -0.10], [0.10, -0.05, -0.02], [-0.10, 0.01, 0.00], [0.01, 0.07, 0.63], [-0.82, 0.61, -0.33], [0.49, -0.28, 0.10], [0.05, 0.59, -0.65], [0.06, 0.28, 0.03], [-0.23, -0.61, 0.06], [0.00, -0.24, 0.34], [0.02, -0.06, -0.32], [0.13, -0.03, -0.17], [0.30, -0.15, 0.11], [0.05, -0.19, 0.09]], "mulliken_charge": [-0.21, -0.02, -0.36, 1.09, -0.59, -0.43, -0.36, 0.20, 0.32, 0.30, 0.05, -0.21, -0.36, -0.27, 1.10, -0.58, -0.46, -0.33, 0.22, 0.28, 0.29, 0.30, -0.28, -0.08, -0.38, 1.16, -0.37, -0.54, -0.32, 0.33, 0.24, 0.00, 0.30, -0.32, -0.32, -0.35, 1.12, -0.39, -0.56, -0.31, 0.28, 0.29, 0.25, 0.32, -0.24, -0.27, -0.38, 1.04, -0.57, -0.47, -0.12, 0.16, 0.26, 0.28, 0.27], "e_homo_ev": -10.65, "largest_force_ha_per_bohr": 0.02095, "e_above_lowest_kcal_mol": 13.0, "lumo_ev": -0.1, "multiplicity": 1, "gap_ev": 10.603, "e_tot_ha": -3888.64448}


# 2
{"formula": "C27H21CrO3", "method": "ωB97M-V with the def2-TZVPD basis set", "species": ["C", "C", "C", "C", "C", "C", "C", "C", "C", "H", "H", "H", "H", "H", "H", "H", "H", "H", "H", "O", "C", "Cr", "C", "O", "C", "O", "C", "C", "C", "C", "C", "C", "C", "C", "C", "C", "C", "C", "C", "C", "C", "H", "H", "H", "H", "H", "H", "H", "H", "H", "H", "H"], "positions_angstrom": [[-2.6218, -1.3640, 2.2405], [-1.7650, -0.1240, 2.1731], [-2.4432, 1.0538, 2.0479], [-0.3047, -0.2064, 2.2488], [0.4000, -1.4381, 2.3014], [1.7932, -1.4789, 2.3191], [2.5378, -0.2911, 2.3170], [1.8612, 0.9356, 2.3078], [0.4652, 0.9779, 2.2794], [-2.0297, -2.2793, 2.2640], [-3.2407, -1.3355, 3.1492], [-3.3076, -1.4018, 1.3818], [-1.9805, 2.0309, 2.1768], [-3.5277, 1.0221, 1.9486], [-0.1443, -2.3841, 2.3165], [2.3066, -2.4415, 2.3252], [3.6289, -0.3229, 2.3219], [2.4261, 1.8697, 2.3136], [-0.0363, 1.9463, 2.2773], [-8.7177, 2.4307, -4.8793], [-7.8610, 1.7057, -4.5638], [-6.3236, 0.6579, -4.1961], [-5.4442, 2.3063, -3.9525], [-4.9466, 3.3594, -3.8899], [-5.8695, 0.8412, -6.0230], [-5.5996, 1.0569, -7.1371], [-7.1368, -1.3546, -4.1399], [-7.5940, -0.6229, -3.0367], [-6.6876, 0.0513, -2.2090], [-5.2855, -0.0426, -2.4032], [-4.3771, 0.7726, -1.6093], [-3.7533, 1.5891, -0.9273], [-2.9321, 2.4472, -0.2483], [-3.4214, 3.6916, 0.2746], [-2.5764, 4.7232, 0.7860], [-3.1184, 5.8392, 1.4245], [-4.5118, 5.9907, 1.5382], [-5.3578, 5.0299, 0.9681], [-4.8225, 3.9160, 0.3240], [-4.8565, -0.7273, -3.5676], [-5.7606, -1.4137, -4.3909], [-7.8455, -1.8436, -4.8134], [-8.6642, -0.5292, -2.8526], [-7.0541, 0.7094, -1.4167], [-1.8592, 2.2617, -0.2102], [-1.4952, 4.6402, 0.6472], [-2.4623, 6.6063, 1.8463], [-4.9348, 6.8469, 2.0705], [-6.4419, 5.1435, 1.0257], [-5.4711, 3.1888, -0.1636], [-3.7979, -0.6817, -3.8395], [-5.3925, -1.9487, -5.2681]], "atomic_forces_ev_per_a": [[-0.05, -0.25, -0.04], [-1.64, 1.19, -0.23], [0.99, -1.09, 0.78], [0.60, 0.33, 0.19], [-2.43, 0.76, -0.10], [2.62, 0.96, 0.01], [0.01, -0.36, 0.03], [2.11, -0.67, 0.04], [-2.06, -0.80, -0.07], [-0.36, -0.01, -0.07], [0.25, -0.10, -0.25], [0.26, -0.09, 0.23], [-0.25, -0.22, -0.23], [0.31, 0.12, 0.17], [0.18, 0.37, 0.02], [-0.13, 0.26, 0.01], [-0.41, 0.02, 0.02], [-0.12, -0.28, 0.00], [0.21, -0.31, 0.02], [2.91, -2.82, 1.23], [-3.40, 3.61, -1.21], [-1.32, 0.55, -1.86], [1.97, 4.10, 0.03], [-1.64, -3.59, -0.07], [1.65, 1.37, -4.54], [-1.05, -1.02, 3.96], [-0.18, -1.21, 0.26], [-0.57, -0.21, -0.14], [0.31, 0.51, 1.77], [0.45, 0.48, 0.57], [-0.31, 0.10, 0.37], [-0.59, -1.85, -1.35], [0.51, 1.45, -0.02], [-0.41, 0.63, 0.29], [-0.26, -0.29, 0.06], [-0.07, -0.16, -0.14], [0.17, -0.31, -0.03], [0.16, -0.19, -0.20], [0.10, 0.30, 0.23], [1.75, -0.07, 0.54], [-0.23, -0.51, -0.43], [0.28, 0.22, 0.23], [0.30, 0.02, -0.05], [0.10, -0.45, -0.17], [-0.28, -0.08, -0.24], [-0.28, -0.01, 0.19], [-0.20, -0.31, -0.24], [0.20, -0.30, -0.25], [0.35, 0.03, -0.03], [0.01, 0.15, 0.29], [-0.41, -0.22, 0.20], [-0.10, 0.24, 0.25]], "mulliken_charge": [-1.43, 1.50, -1.43, 0.69, -0.12, -0.61, -0.58, -0.55, -0.13, 0.34, 0.35, 0.24, 0.48, 0.39, 0.23, 0.43, 0.42, 0.43, 0.33, -0.25, 0.39, -0.06, 0.41, -0.28, 0.41, -0.27, -0.57, -0.65, -0.16, 1.28, -0.98, -0.06, -0.98, 1.00, -0.33, -0.56, -0.44, -0.60, -0.40, -0.41, -0.55, 0.48, 0.58, 0.56, 0.46, 0.41, 0.38, 0.40, 0.39, 0.32, 0.55, 0.57], "e_homo_ev": [-12.32, -14.01], "largest_force_ha_per_bohr": 0.09927, "e_above_lowest_kcal_mol": 0.0, "lumo_ev": [-5.9, -10.3], "multiplicity": 4, "gap_ev": [6.393, 3.698], "e_tot_ha": -2310.89869, "charge": 2}


# 3
{"formula": "C3H5NO", "method": "ωB97M-V with the def2-TZVPD basis set", "species": ["O", "C", "N", "C", "C", "H", "H", "H", "H", "H"], "positions_angstrom": [[2.1390, -0.8966, 0.3055], [1.5970, 0.1840, 0.2192], [0.3744, 0.3287, -0.4184], [-0.9678, 0.6426, 0.0366], [-0.5876, -0.7369, -0.3502], [2.1012, 1.1004, 0.5690], [-1.1698, 0.8591, 1.0837], [-1.6051, 1.1791, -0.6615], [-0.9240, -1.1569, -1.2942], [-0.4024, -1.4500, 0.4513]], "atomic_forces_ev_per_a": [[-0.09, 0.48, 0.07], [0.02, -0.46, 0.09], [0.12, 0.02, -0.22], [-0.31, 0.17, 0.22], [0.12, -0.54, 0.06], [-0.36, 0.07, -0.13], [0.26, -0.06, -0.10], [0.35, 0.22, 0.07], [0.02, 0.09, 0.14], [-0.13, 0.02, -0.20]], "mulliken_charge": [-0.51, 0.11, -0.21, -0.28, -0.41, 0.35, 0.26, 0.23, 0.23, 0.23], "e_homo_ev": -9.88, "largest_force_ha_per_bohr": 0.01090, "e_above_lowest_kcal_mol": 32.5, "smiles": "O=CN1CC1", "lumo_ev": 1.0, "multiplicity": 1, "gap_ev": 10.827, "e_tot_ha": -247.25540}